Molecular formula: C38H50BClO3P4Pd
Method: DFT, ωB97M-V/def2-TZVPD

The geometry in XYZ format:
```
98
C38H50BClO3P4Pd (ωB97M-V/def2-TZVPD)
P -0.438 -3.176 -3.509
C -1.515 -2.709 -4.894
C -1.075 -2.856 -6.209
H -0.063 -3.174 -6.415
C -1.930 -2.578 -7.264
H -1.578 -2.687 -8.280
C -3.229 -2.159 -7.016
H -3.894 -1.941 -7.840
C -3.675 -2.025 -5.709
H -4.687 -1.701 -5.510
C -2.827 -2.303 -4.649
H -3.199 -2.197 -3.640
C 1.237 -3.321 -4.192
C 1.862 -2.155 -4.636
H 1.328 -1.216 -4.617
C 3.162 -2.202 -5.111
H 3.639 -1.296 -5.458
C 3.843 -3.412 -5.153
H 4.855 -3.449 -5.534
C 3.220 -4.574 -4.720
H 3.744 -5.519 -4.764
C 1.920 -4.533 -4.237
H 1.447 -5.434 -3.880
C -1.017 -4.825 -3.021
C -1.476 -5.728 -3.977
H -1.442 -5.480 -5.029
C -1.985 -6.953 -3.578
H -2.336 -7.656 -4.322
C -2.056 -7.275 -2.229
H -2.463 -8.228 -1.922
C -1.623 -6.365 -1.275
H -1.695 -6.604 -0.223
C -1.104 -5.141 -1.670
H -0.786 -4.416 -0.936
Pd 0.000 0.000 0.000
C 1.747 -0.718 0.626
C 2.333 -1.764 -0.020
H 2.240 -0.254 1.477
C 1.598 -2.269 -1.219
O 1.461 -3.705 -1.245
H 0.933 -3.918 -2.025
C 0.264 -1.538 -1.313
H 2.162 -2.059 -2.132
C -0.612 -1.928 -2.283
Cl -2.160 0.596 -1.036
P -1.240 -1.208 1.628
P 0.989 1.594 -1.453
C -2.599 -0.240 2.361
H -3.288 0.050 1.574
H -2.186 0.662 2.799
H -3.121 -0.818 3.121
C -2.075 -2.742 1.084
H -1.340 -3.535 0.968
H -2.549 -2.558 0.124
H -2.826 -3.062 1.803
C -0.262 -1.745 3.077
H 0.225 -0.870 3.497
H 0.504 -2.448 2.757
H -0.886 -2.212 3.836
C 0.532 3.314 -1.062
H 1.060 3.619 -0.164
H -0.533 3.354 -0.861
H 0.782 3.978 -1.886
C 2.818 1.611 -1.424
H 3.192 0.647 -1.763
H 3.137 1.766 -0.397
H 3.226 2.398 -2.054
C 0.581 1.433 -3.226
H -0.464 1.150 -3.316
H 1.189 0.648 -3.667
H 0.754 2.365 -3.760
P 3.888 -2.450 0.384
C 4.786 -1.379 1.532
C 4.903 -2.668 -1.104
H 4.233 -1.282 2.462
H 4.916 -0.393 1.096
H 5.760 -1.811 1.748
H 4.424 -3.387 -1.763
H 5.894 -3.030 -0.842
H 4.991 -1.720 -1.626
C 3.801 -4.090 1.161
H 3.129 -4.048 2.014
H 4.785 -4.414 1.496
H 3.411 -4.798 0.437
H -1.506 -1.338 -2.416
O 0.687 2.643 1.962
B -0.311 1.716 1.460
O -1.612 2.298 1.739
C -1.375 3.268 2.626
C -2.297 3.920 3.466
C -1.827 4.979 4.263
C -0.482 5.389 4.160
C 0.426 4.668 3.357
C -0.041 3.559 2.651
H -3.339 3.616 3.530
H -2.499 5.498 4.942
H -0.138 6.243 4.729
H 1.463 4.954 3.300
```

Lowest unoccupied orbital energy (alpha / beta): -4.69 / -8.43 eV
Total energy: -100176.5239 eV
Spin multiplicity: 5
Charge: +2
<S²>: 6.029
Frontier orbital gap (alpha / beta): 5.71 / 4.22 eV